(1)
# C14H20N4O4S

C14H20N4O4S in the gas phase at a distorted geometry (the ωB97M-V functional and the def2-TZVPD basis, the OMol25 dataset).

Last column: Mulliken charge in e.
Element x y z (Å)
S1 2.196 -0.386 -1.224  -0.255
O1 4.956 1.012 0.913  -0.563
O2 -3.837 3.301 0.548  -0.662
O3 -3.599 -0.600 -1.756  -0.671
O4 -1.195 -2.480 0.223  -0.148
N1 -3.632 1.343 -0.567  -0.049
N2 -0.508 -0.395 -1.382  0.107
N3 0.345 1.386 -0.335  -0.432
N4 -1.742 2.499 0.180  -0.016
C1 -1.003 1.486 -0.348  1.037
C2 -1.569 0.392 -0.987  0.122
C3 4.263 1.366 -1.741  -1.543
C4 -0.618 -1.713 -1.945  -1.279
C5 0.602 0.241 -0.955  0.009
C6 -1.140 -3.438 1.257  -0.285
C7 -0.361 -2.770 -0.867  -0.447
C8 2.801 0.377 1.725  -1.073
C9 -3.117 2.444 0.090  0.490
C10 -1.097 3.616 0.834  -1.051
C11 3.789 0.826 0.687  0.524
C12 3.201 1.066 -0.699  0.498
C13 -2.095 -3.007 2.357  -1.225
C14 -2.982 0.263 -1.169  0.036
H1 -0.427 4.116 0.135  0.304
H2 -3.100 -2.921 1.955  0.302
H3 1.832 0.844 1.563  0.186
H4 0.104 -1.830 -2.758  0.363
H5 -0.111 -3.513 1.643  0.291
H6 3.807 1.574 -2.705  0.431
H7 -1.876 4.300 1.164  0.411
H8 -4.644 1.335 -0.632  0.236
H9 -1.640 -1.812 -2.317  0.427
H10 4.841 2.231 -1.423  0.381
H11 2.468 1.874 -0.619  0.343
H12 2.679 -0.703 1.646  0.277
H13 -0.578 -3.768 -1.276  0.457
H14 3.179 0.605 2.718  0.407
H15 -1.427 -4.426 0.864  0.278
H16 -1.796 -2.039 2.750  0.294
H17 0.697 -2.747 -0.557  0.440
H18 4.942 0.523 -1.842  0.346
H19 -0.519 3.263 1.689  0.294
H20 -2.090 -3.737 3.162  0.410

Results
* orbital gap: 0.3171 Eh
* ΔE to the lowest compared entry with this formula, charge and spin: 15.3 kcal/mol
* total charge: 0
* SMILES: CCOCCn1c(S[C@H](C)C(C)=O)nc2c1c(=O)[nH]c(=O)n2C
* multiplicity: 1

(2)
# C14H20N5O5

A gas-phase ion, C14H20N5O5 (charge -1) at a distorted geometry (the ωB97M-V functional and the def2-TZVPD basis, the OMol25 dataset).

Last column: Mulliken charge in e.
Element x y z (Å)
O1 -1.376 4.060 -1.790  -0.637
O2 -0.776 -0.506 -1.584  -0.751
O3 -2.771 0.358 2.779  -0.738
O4 1.214 -2.282 1.337  -0.724
O5 -4.736 -0.439 3.132  -0.739
N1 2.133 0.282 0.656  0.191
N2 4.005 1.372 0.636  -0.706
N3 0.648 -2.963 -0.751  -0.103
N4 -0.254 2.213 -1.809  -0.062
N5 -0.982 -0.527 0.633  0.292
C1 3.474 0.195 0.613  0.036
C2 -3.641 -0.578 2.607  0.485
C3 0.375 -2.420 0.453  -0.574
C4 1.989 -3.519 -1.081  -0.993
C5 2.933 2.286 0.461  -0.338
C6 1.774 1.577 0.464  0.611
C7 0.267 3.821 -3.504  -1.057
C8 -0.593 3.385 -2.356  0.707
C9 -0.695 1.668 -0.460  -0.401
C10 -0.846 0.114 -0.536  0.287
C11 -1.759 -2.518 1.959  -0.451
C12 -3.245 -1.972 2.010  -1.057
C13 -1.064 -2.039 0.672  0.282
C14 0.411 2.195 0.574  -1.550
H1 0.507 3.263 0.391  0.405
H2 -3.560 -1.882 1.060  0.397
H3 1.487 -0.470 0.902  -0.003
H4 0.133 1.895 1.532  0.561
H5 -1.654 2.062 -0.182  0.510
H6 -1.807 -3.623 1.705  0.343
H7 2.615 -3.749 -0.203  0.314
H8 4.131 -0.784 0.622  0.301
H9 -1.161 -2.202 2.762  0.447
H10 0.026 -2.878 -1.519  0.267
H11 -1.096 0.030 1.477  0.254
H12 -0.403 4.065 -4.345  0.316
H13 -1.569 -2.393 -0.170  0.558
H14 0.669 4.762 -3.185  0.280
H15 1.997 -4.405 -1.619  0.388
H16 2.584 -2.810 -1.677  0.323
H17 -3.756 -2.619 2.632  0.438
H18 0.999 3.074 -3.812  0.279
H19 2.966 3.351 0.758  0.317
H20 0.407 1.552 -2.243  0.295

Results
* orbital gap: 0.2592 Eh
* ΔE to the lowest compared entry with this formula, charge and spin: 47.5 kcal/mol
* total charge: -1
* SMILES: CNC(=O)[C@@H](CCC(=O)[O-])NC(=O)[C@@H](Cc1cnc[nH]1)NC(C)=O
* multiplicity: 1

(3)
# C14H20N9OPSSn

A molecular structure, C14H20N9OPSSn at a distorted geometry (the ωB97M-V functional and the def2-TZVPD basis, the OMol25 dataset).

Last column: Mulliken charge in e.
Element x y z (Å)
Sn1 -0.703 -0.667 0.583  1.177
S1 0.445 -0.330 -3.098  0.171
P1 2.356 1.180 0.889  0.656
O1 -0.056 -0.270 -1.645  -0.312
N1 -0.313 -3.754 0.757  -0.124
N2 -1.524 -4.816 2.154  -0.242
N3 -1.187 -2.863 1.234  0.276
N4 -3.983 -1.011 3.699  -0.268
N5 -2.540 -0.791 2.074  0.234
N6 -0.549 -4.874 1.327  -0.484
N7 -3.009 0.404 2.434  -0.111
N8 -3.844 0.223 3.387  -0.440
N9 -2.948 -3.017 2.865  0.004
C1 -0.640 3.937 1.178  -0.752
C2 2.972 1.876 -0.684  -1.090
C3 -0.477 -1.263 -5.334  -0.599
C4 3.803 1.248 2.003  -1.154
C5 -0.795 4.072 2.553  -0.405
C6 0.817 -2.099 -3.372  -0.363
C7 0.313 -2.456 -4.774  -0.700
C8 1.073 2.284 1.537  0.707
C9 -3.176 -1.684 2.876  0.257
C10 0.263 3.023 0.665  -0.162
C11 0.882 2.391 2.920  -0.345
C12 -0.024 3.307 3.420  -0.765
C13 -1.028 -0.488 -4.154  -0.638
C14 -1.956 -3.553 2.118  0.260
H1 3.828 1.289 -1.014  0.440
H2 0.180 -0.614 -5.915  0.336
H3 1.142 -2.694 -5.437  0.278
H4 -0.314 -3.346 -4.728  0.332
H5 3.564 0.943 3.020  0.415
H6 2.209 1.836 -1.458  0.193
H7 1.467 1.797 3.608  0.296
H8 -3.486 -3.618 3.480  0.271
H9 1.887 -2.258 -3.243  0.427
H10 4.588 0.592 1.626  0.399
H11 -1.423 0.488 -4.422  0.430
H12 -1.280 -1.592 -5.995  0.335
H13 0.284 -2.623 -2.577  0.245
H14 3.286 2.910 -0.518  0.453
H15 -0.128 3.429 4.487  0.445
H16 4.176 2.274 2.014  0.413
H17 -1.218 4.552 0.506  0.453
H18 -1.767 -1.050 -3.585  0.307
H19 -1.540 4.748 2.946  0.449
H20 0.373 2.930 -0.407  0.294

Results
* orbital gap (alpha / beta): 0.2356 / 0.2069 Eh
* ΔE to the lowest compared entry with this formula, charge and spin: 16.2 kcal/mol
* total charge: +2
* multiplicity: 1

(4)
# C14H20ORuS3

A molecular structure, C14H20ORuS3 (the ωB97M-V functional and the def2-TZVPD basis, the OMol25 dataset).

Last column: Mulliken charge in e.
Element x y z (Å)
Ru1 0.655 -0.055 0.323  -0.009
S1 -1.681 0.000 0.391  0.191
S2 0.366 2.302 -0.128  0.083
S3 0.550 -0.209 -2.052  0.068
O1 2.049 2.005 2.232  -0.218
C1 -1.129 -0.919 -2.240  -0.754
C2 1.769 0.944 1.884  0.243
C3 -2.213 -0.288 -1.367  -0.889
C4 0.546 -2.187 1.286  0.964
C5 1.315 -2.209 0.099  -0.885
C6 0.913 -1.221 2.245  -0.767
C7 -0.627 -3.087 1.483  -1.576
C8 -0.282 2.453 -1.824  -0.593
C9 2.589 -1.537 0.033  -0.191
C10 2.243 -0.523 2.262  0.035
C11 0.446 1.483 -2.727  -0.854
C12 -2.248 1.719 0.679  -0.812
C13 -1.092 2.665 0.911  -0.535
C14 3.055 -0.761 1.047  -0.459
H1 1.491 1.768 -2.868  0.468
H2 -3.081 -0.944 -1.302  0.631
H3 -0.006 1.414 -3.719  0.542
H4 -1.327 -2.699 2.220  0.434
H5 -0.992 -1.979 -2.022  0.361
H6 -1.357 2.303 -1.826  0.292
H7 -2.541 0.663 -1.775  0.422
H8 -2.842 2.007 -0.188  0.461
H9 -0.082 3.483 -2.130  0.545
H10 -0.240 -4.040 1.858  0.384
H11 -1.377 3.704 0.725  0.532
H12 -1.398 -0.839 -3.295  0.586
H13 1.045 -2.906 -0.687  0.741
H14 -2.918 1.689 1.539  0.491
H15 2.770 -0.478 3.225  0.612
H16 0.277 -1.074 3.111  0.603
H17 4.029 -0.286 0.980  0.577
H18 -0.707 2.614 1.931  0.333
H19 -1.154 -3.297 0.552  0.407
H20 3.184 -1.676 -0.863  0.537

Results
* expectation value of S²: 0.767
* orbital gap (alpha / beta): 0.2846 / 0.2641 Eh
* ΔE to the lowest compared entry with this formula, charge and spin: 19.3 kcal/mol
* total charge: +3
* multiplicity: 2

(5)
# C14H21AgClO3

A molecular structure, C14H21AgClO3 at a distorted geometry (the ωB97M-V functional and the def2-TZVPD basis, the OMol25 dataset).

Last column: Mulliken charge in e.
Element x y z (Å)
Ag1 1.020 3.535 2.609  0.631
Cl1 -0.477 1.801 -1.769  -0.091
O1 0.778 -3.030 0.323  -0.491
O2 -0.456 -0.961 1.222  -0.461
O3 0.182 -0.905 -0.988  -0.308
C1 -2.572 0.269 0.301  0.000
C2 0.263 -1.803 0.210  0.450
C3 -0.987 0.347 0.713  0.846
C4 1.621 0.912 -0.276  0.005
C5 -2.884 -1.069 -2.102  -0.775
C6 -3.606 0.400 1.608  -1.111
C7 3.856 -0.096 -1.559  -0.684
C8 0.576 0.778 2.956  0.033
C9 -0.498 1.442 1.858  -0.842
C10 -3.017 -1.118 -0.469  -0.460
C11 0.060 0.496 -0.555  0.022
C12 3.320 -1.672 -1.417  -0.494
C13 1.535 0.311 3.897  -0.546
C14 2.569 0.927 -1.641  -0.420
H1 -3.589 1.561 1.885  0.274
H2 -2.896 1.161 -0.422  0.356
H3 -4.179 -1.256 -0.234  0.388
H4 1.737 2.006 0.187  -0.128
H5 2.186 0.201 0.487  0.252
H6 4.626 0.200 -0.725  0.265
H7 2.371 -1.884 -2.103  0.099
H8 -2.497 -2.088 -0.068  0.161
H9 -3.227 -0.188 2.551  0.245
H10 2.264 0.187 4.822  0.383
H11 -4.727 0.168 1.323  0.393
H12 -3.920 -1.464 -2.545  0.332
H13 3.015 2.027 -1.769  0.261
H14 -2.087 -1.887 -2.448  0.154
H15 -2.559 -0.036 -2.547  0.211
H16 3.039 -1.790 -0.263  0.078
H17 1.980 0.654 -2.621  0.314
H18 -0.055 2.431 1.357  0.250
H19 -1.400 1.834 2.534  0.699
H20 4.231 -2.360 -1.708  0.372
H21 4.406 -0.041 -2.616  0.338

Results
* orbital gap: 0.2547 Eh
* total charge: +1
* multiplicity: 1

(6)
# C14H21AuCl5N2O2SSi

A molecular structure, C14H21AuCl5N2O2SSi (the ωB97M-V functional and the def2-TZVPD basis, the OMol25 dataset).

Last column: Mulliken charge in e.
Element x y z (Å)
Au1 0.608 0.369 0.197  0.751
Cl1 -0.094 -5.629 2.175  -0.153
Cl2 -2.477 -4.816 3.990  -0.126
Cl3 -3.099 -1.828 4.558  -0.149
Cl4 -1.232 0.377 3.312  -0.112
Cl5 1.725 -3.375 0.951  -0.103
S1 -1.058 -1.143 -0.351  -0.120
Si1 2.790 2.740 1.261  0.247
O1 1.840 1.842 0.222  -0.429
O2 1.028 -0.725 1.873  -0.667
N1 -2.800 -0.737 -2.296  0.057
N2 -0.599 -0.324 -2.870  0.264
C1 0.426 -3.000 1.986  1.133
C2 -0.895 0.659 -3.913  -1.236
C3 -1.512 -0.693 -1.963  0.470
C4 -3.240 -1.041 -3.659  -1.151
C5 4.491 2.855 0.518  -1.003
C6 0.790 -0.781 -2.846  -1.190
C7 -1.474 -3.610 3.333  0.675
C8 -1.750 -2.260 3.600  -0.171
C9 -0.925 -1.281 3.075  1.305
C10 2.825 1.853 2.903  -0.932
C11 -0.392 -3.981 2.519  -0.150
C12 0.199 -1.637 2.293  -1.482
C13 2.020 4.427 1.431  -0.987
C14 -3.872 -0.741 -1.299  -1.101
H1 -4.741 -0.256 -1.740  0.384
H2 -3.664 -0.166 -4.151  0.354
H3 -3.567 -0.193 -0.413  0.410
H4 -0.961 0.200 -4.900  0.375
H5 2.621 5.062 2.086  0.344
H6 1.061 -1.089 -3.856  0.371
H7 -0.085 1.387 -3.924  0.377
H8 1.464 0.022 -2.540  0.396
H9 4.943 1.867 0.411  0.282
H10 -4.007 -1.812 -3.596  0.421
H11 4.455 3.320 -0.469  0.303
H12 3.450 2.412 3.603  0.411
H13 1.827 1.773 3.338  0.232
H14 -4.139 -1.762 -1.020  0.353
H15 3.241 0.848 2.813  0.253
H16 5.150 3.459 1.145  0.339
H17 -1.823 1.177 -3.688  0.412
H18 0.898 -1.629 -2.177  0.378
H19 1.017 4.362 1.857  0.270
H20 -2.411 -1.427 -4.244  0.392
H21 1.946 4.926 0.463  0.305

Results
* orbital gap (alpha / beta): 0.1965 / 0.1954 Eh
* total charge: +1
* multiplicity: 1